Formula: C6H12N2O
Source: the OMol25 dataset
Level of theory: the ωB97M-V functional and the def2-TZVPD basis

Geometry (Å):
C -2.13336 -1.34798 0.28022
C -1.33729 -0.49654 -0.67125
O -1.08890 -1.16445 -1.85306
C -0.59519 0.57370 -0.23023
C -1.22652 1.84734 0.23974
C 0.80907 0.22432 -0.02076
C 1.79649 1.16606 0.63245
N 1.09324 -1.02917 -0.35061
N 2.40797 -1.34535 -0.51868
H -1.90754 -2.40567 0.10475
H -1.89325 -1.11623 1.32206
H -3.20540 -1.20148 0.12702
H -0.16663 -0.96330 -2.10368
H -0.56031 2.69892 0.06838
H -1.49218 1.80086 1.30032
H -2.13896 2.07843 -0.32095
H 2.34086 0.65896 1.43415
H 2.51649 1.52198 -0.11120
H 1.30518 2.03404 1.07397
H 2.51407 -2.33701 -0.73017
H 2.96216 -1.19743 0.32756

The total energy comes out at -420.43849 hartree. For the relative energy (zero: lowest compared OMol25 entry of this formula, charge and spin), the calculation gives 91.25 kcal/mol. The gap between HOMO and LUMO (alpha / beta) is 7.598 / 6.808 eV. For the HOMO energy (alpha / beta), the calculation gives -6.9 / -6.6 eV. Its SMILES is C/C(O)=C(C)/C(C)=N/N.



Formula: C22H44F3N4O4
Source: the OMol25 dataset
Level of theory: the ωB97M-V functional and the def2-TZVPD basis

Geometry (Å):
F -2.25161 4.29730 -0.95265
C -1.74074 3.57817 0.05902
F -2.73945 3.11915 0.87542
F -1.02254 4.42750 0.81615
O -0.88373 2.58064 -0.33107
C -1.39786 1.79227 -1.38512
N -2.49715 0.85519 -0.97297
C -2.96385 0.07539 -2.16889
C -4.30886 -0.60997 -1.71578
O -4.04001 -1.49163 -0.63056
C -3.52511 -0.80877 0.51114
C -2.18103 -0.01955 0.20225
C -1.07648 -1.09174 -0.05406
C -0.62806 -1.79532 1.27883
C 0.51387 -0.93035 1.93561
C 0.20143 -0.43404 3.40283
N 0.85272 0.88849 3.55062
C 0.21381 2.09086 3.48810
C 1.25889 3.05658 3.63874
C 2.51310 2.31097 3.77864
C 2.21207 0.91152 3.72262
H -1.75249 2.36016 -2.27110
H -0.55075 1.16222 -1.74441
H -3.31492 1.43102 -0.70751
H -2.25021 -0.71608 -2.46996
H -3.16390 0.75704 -3.02863
H -4.70536 -1.22448 -2.55482
H -5.06727 0.15409 -1.39738
H -3.39933 -1.56539 1.30725
H -4.24826 -0.04156 0.90710
H -1.93441 0.62386 1.07281
H -0.19192 -0.59771 -0.53032
H -1.38276 -1.90552 -0.75467
H -0.16090 -2.76827 0.98810
H -1.46535 -2.04303 1.96343
H 0.70166 -0.01269 1.33102
H 1.47711 -1.49240 1.97572
H -0.88288 -0.29751 3.61086
H 0.62134 -1.15427 4.14267
H -0.86837 2.21318 3.33323
H 1.13689 4.14817 3.61611
H 3.53144 2.71507 3.89162
H 2.86275 0.02944 3.76087
C -2.69061 -6.87882 -3.41086
C -2.93948 -6.66053 -1.92181
C -2.90130 -5.17939 -1.50331
O -1.59329 -4.62815 -1.40293
C -1.04053 -4.20136 -2.63824
N -1.98139 -7.46547 -1.15737
H -1.64034 -6.76290 -3.68061
H -2.98255 -7.89001 -3.69750
H -3.27806 -6.18135 -4.01369
H -3.94552 -7.03204 -1.70415
H -3.32622 -5.10371 -0.49793
H -3.53253 -4.56081 -2.15501
H -1.80087 -3.79613 -3.31346
H -0.50801 -5.02474 -3.11612
H -0.31039 -3.41585 -2.42697
H -2.20438 -7.39134 -0.16740
H -1.07250 -7.01283 -1.23405
C 3.46014 4.10060 0.24983
C 4.42976 5.23769 0.55499
C 5.63821 5.28922 -0.39752
O 6.63664 4.31750 -0.13186
C 6.37937 3.03750 -0.68000
N 4.84929 5.13888 1.95711
H 3.83775 3.12998 0.57330
H 2.51323 4.26211 0.76994
H 3.24484 4.04480 -0.82116
H 3.87851 6.17506 0.42958
H 6.13072 6.25653 -0.26227
H 5.32405 5.24458 -1.44841
H 5.86353 3.09943 -1.64263
H 5.80153 2.43099 0.02158
H 7.33810 2.54011 -0.83269
H 5.42380 5.94664 2.18571
H 5.49696 4.35579 2.02501

The total energy comes out at -1683.91289 hartree. The gap between HOMO and LUMO is 7.519 eV. For the HOMO energy, the calculation gives -10.3 eV. Its total charge is +1.



Formula: C19H17CuN3O5P
Source: the OMol25 dataset
Level of theory: the ωB97M-V functional and the def2-TZVPD basis

Geometry (Å):
Cu 1.88511 -0.54805 -0.81278
O 5.58313 -1.80623 3.53047
C 4.84033 -1.94881 2.57330
C 3.35847 -2.17550 2.62351
O 2.72068 -2.59472 3.58540
C 2.88088 -1.79064 1.30360
C 3.99242 -1.59768 0.41484
O 3.81354 -1.21602 -0.77987
C 5.23396 -1.89342 1.12613
O 6.35971 -2.07419 0.67480
O 1.68772 -1.59971 0.89943
C -3.39593 -3.29727 -0.28376
N -1.97296 -3.34254 0.00423
C -1.74187 -2.70879 1.30449
N -2.25584 -1.34660 1.37679
C -3.66670 -1.34797 1.04198
N -3.98001 -1.95821 -0.25176
C -3.43580 -1.13891 -1.34133
P -1.56492 -0.86423 -1.31411
C -1.18163 -2.68328 -1.03937
C -1.48194 -0.45025 0.51217
H -3.91477 -3.90817 0.46326
H -3.57395 -3.72743 -1.27412
H -0.67037 -2.69090 1.51059
H -2.24962 -3.31170 2.06531
H -4.02861 -0.31631 1.02990
H -4.20780 -1.90350 1.81626
H -3.93324 -0.16358 -1.32035
H -3.69337 -1.61637 -2.29342
H -0.12607 -2.73634 -0.75794
H -1.31477 -3.22480 -1.98147
H -1.82411 0.57722 0.66352
H -0.42672 -0.50357 0.79162
C 1.13209 1.04876 -1.38395
C 1.05352 2.27394 -1.38532
C 0.97811 3.68999 -1.32252
C 2.15363 4.45997 -1.24442
C 2.09838 5.83791 -1.13710
C 0.87383 6.49724 -1.10776
C -0.29652 5.75219 -1.17922
C -0.24926 4.37268 -1.28637
H 3.10350 3.94211 -1.25083
H 3.01689 6.41032 -1.06802
H 0.83547 7.57735 -1.02627
H -1.25540 6.25836 -1.14198
H -1.15919 3.78763 -1.32756

The total energy comes out at -3256.50356 hartree. For the relative energy (zero: lowest compared OMol25 entry of this formula, charge and spin), the calculation gives 9.77 kcal/mol. The gap between HOMO and LUMO is 5.566 eV. For the HOMO energy, the calculation gives -1.0 eV. Its total charge is -2.



Formula: C21H21N3O5S2
Source: the OMol25 dataset
Level of theory: the ωB97M-V functional and the def2-TZVPD basis

Geometry (Å):
C -2.44131 -1.24807 -2.50073
N -3.02210 -0.00937 -2.04762
C -4.40645 -0.07877 -1.65053
S -2.06619 0.91179 -1.03420
O -0.74054 0.91513 -1.58455
O -2.73913 2.16256 -0.84956
C -2.02226 0.03216 0.52641
C -2.85116 0.36343 1.57749
C -2.72923 -0.36243 2.75380
C -1.79590 -1.37636 2.86072
C -0.96027 -1.71327 1.78837
N -0.05803 -2.75020 1.96712
C 0.89771 -3.33738 1.16142
O 1.42850 -4.35522 1.54184
C 1.20333 -2.67214 -0.13604
C 0.83190 -3.29154 -1.32317
C 1.05048 -2.63472 -2.52352
C 1.62622 -1.37998 -2.54324
C 2.03233 -0.76858 -1.35447
N 2.62758 0.47303 -1.38472
S 3.00280 1.46158 -0.08390
O 3.69429 0.68855 0.90353
O 3.67115 2.57541 -0.68510
C 1.44434 2.01352 0.59307
C 1.02556 1.53192 1.81678
C -0.14304 2.02722 2.37054
C -0.87100 2.99222 1.69266
C -0.43986 3.46716 0.46441
C 0.72912 2.97515 -0.09095
C 1.83308 -1.43365 -0.14841
C -1.10980 -0.99612 0.60240
H -2.93308 -1.55637 -3.42382
H -2.54055 -2.05067 -1.75864
H -1.38836 -1.06358 -2.69838
H -5.01522 -0.34889 -2.51323
H -4.57222 -0.81233 -0.85104
H -4.69269 0.91060 -1.30389
H -3.55129 1.17492 1.47128
H -3.36150 -0.13123 3.59747
H -1.70659 -1.92104 3.78986
H -0.14778 -3.23646 2.85446
H 0.36606 -4.26429 -1.30046
H 0.75784 -3.10324 -3.45129
H 1.77068 -0.86143 -3.47890
H 2.60188 0.96546 -2.26203
H 1.63246 0.80362 2.33125
H -0.47817 1.66793 3.33200
H -1.77751 3.38493 2.12730
H -1.01475 4.21497 -0.05681
H 1.10388 3.33896 -1.03328
H 2.16476 -0.97832 0.76872
H -0.51506 -1.19124 -0.26737

The total energy comes out at -2149.68687 hartree. For the relative energy (zero: lowest compared OMol25 entry of this formula, charge and spin), the calculation gives 52.58 kcal/mol. The gap between HOMO and LUMO is 9.105 eV. For the HOMO energy, the calculation gives -8.8 eV. Its SMILES is CN(C)S(=O)(=O)c1cccc(NC(=O)c2cccc(NS(=O)(=O)c3ccccc3)c2)c1.